Entry 1:
{"formula": "C16H31EuF3P2", "method": "the ωB97M-V functional and the def2-TZVPD basis", "de_lowest_kcal_mol": 154.2, "charge": 0, "s2": 15.767, "multiplicity": 8, "energy_ha": -2320.376351, "elements": ["P", "P", "C", "C", "H", "H", "H", "H", "C", "H", "H", "H", "C", "H", "H", "H", "C", "H", "H", "H", "C", "H", "H", "H", "Eu", "C", "C", "C", "C", "C", "C", "C", "C", "C", "H", "H", "H", "H", "H", "H", "H", "H", "H", "H", "H", "H", "H", "H", "H", "F", "C", "F", "F"], "xyz": [[-0.229, -2.255, 1.550], [-0.633, 2.107, 1.366], [-1.186, -0.773, 1.184], [-0.526, 0.413, 0.454], [-1.646, -0.417, 2.126], [-2.074, -1.084, 0.591], [0.376, 0.176, -0.160], [-1.225, 0.664, -0.339], [-2.244, 2.659, 0.717], [-2.868, 2.753, 1.625], [-2.641, 1.877, 0.048], [-2.151, 3.626, 0.203], [0.619, 3.297, 0.612], [0.253, 3.721, -0.337], [1.641, 2.860, 0.414], [0.746, 4.136, 1.336], [-1.155, -3.587, 0.901], [-1.053, -4.445, 1.566], [-0.754, -3.807, -0.086], [-2.183, -3.229, 0.835], [1.528, -2.481, 1.130], [2.154, -1.683, 0.684], [1.599, -3.316, 0.447], [2.097, -2.796, 1.993], [1.972, 0.813, 1.111], [0.928, 1.653, -2.124], [-0.410, 1.754, -2.103], [-1.365, 0.858, -2.844], [-0.880, -0.596, -3.005], [-0.143, -1.183, -1.857], [1.210, -1.050, -1.699], [2.104, -0.486, -2.739], [1.648, 0.883, -3.194], [-0.062, -2.217, 3.317], [1.572, 2.330, -1.539], [-0.885, 2.696, -1.768], [-1.649, 1.269, -3.848], [-2.319, 0.818, -2.289], [-1.764, -1.219, -3.212], [-0.354, -0.680, -3.961], [-0.735, -1.894, -1.250], [1.714, -1.754, -1.048], [2.235, -1.146, -3.617], [3.100, -0.396, -2.295], [2.542, 1.442, -3.518], [1.075, 0.813, -4.131], [0.431, -1.212, 3.391], [0.589, -3.003, 3.681], [-0.965, -2.205, 3.911], [-0.669, 0.778, 4.284], [0.639, 1.243, 4.062], [0.625, 2.590, 4.350], [1.371, 0.683, 5.072]], "mulliken_charge": [1.39, 0.29, -1.02, 1.84, 0.59, 0.45, -1.21, -0.84, -1.24, 0.40, 0.31, 0.38, -0.95, 0.35, 0.09, 0.39, -1.55, 0.44, 0.49, 0.45, -1.54, 0.24, 0.49, 0.44, 0.20, -0.23, -0.44, -0.97, -1.36, -0.05, 0.30, -1.48, -0.99, -1.18, 0.66, 0.64, 0.41, 0.30, 0.51, 0.34, 0.48, 0.41, 0.32, 0.30, 0.50, 0.29, 0.22, 0.48, 0.40, -0.26, 0.02, -0.26, -0.25]}



Entry 2:
{"formula": "C21H26F3N3O4", "method": "the ωB97M-V functional and the def2-TZVPD basis", "de_lowest_kcal_mol": 1.6, "charge": 0, "smiles": "CCOC(=O)N1CCN(C(=O)[C@@H]2CCC(=O)N(Cc3cccc(C(F)(F)F)c3)C2)CC1", "energy_ha": -1580.748452, "elements": ["C", "C", "O", "C", "O", "N", "C", "C", "N", "C", "O", "C", "C", "C", "C", "O", "N", "C", "C", "C", "C", "C", "C", "C", "F", "F", "F", "C", "C", "C", "C", "H", "H", "H", "H", "H", "H", "H", "H", "H", "H", "H", "H", "H", "H", "H", "H", "H", "H", "H", "H", "H", "H", "H", "H", "H", "H"], "xyz": [[-7.355, -2.789, -0.883], [-6.357, -2.636, 0.249], [-5.493, -1.542, -0.063], [-4.601, -1.224, 0.896], [-4.495, -1.817, 1.944], [-3.855, -0.140, 0.566], [-2.765, 0.262, 1.423], [-1.425, 0.009, 0.716], [-1.418, 0.689, -0.560], [-0.698, 1.773, -0.936], [-0.885, 2.313, -2.010], [0.415, 2.243, 0.004], [0.816, 3.696, -0.304], [2.329, 3.863, -0.481], [3.119, 3.081, 0.543], [4.027, 3.537, 1.207], [2.715, 1.789, 0.638], [3.379, 0.872, 1.541], [4.206, -0.121, 0.770], [5.344, 0.311, 0.095], [6.093, -0.572, -0.661], [5.716, -1.902, -0.761], [4.580, -2.332, -0.093], [4.134, -3.764, -0.165], [4.327, -4.415, 0.998], [2.817, -3.870, -0.429], [4.767, -4.475, -1.106], [3.826, -1.450, 0.671], [1.632, 1.321, -0.188], [-2.499, 0.237, -1.419], [-3.847, 0.490, -0.735], [-7.940, -1.880, -0.993], [-8.023, -3.618, -0.669], [-6.835, -2.983, -1.818], [-5.752, -3.542, 0.373], [-6.860, -2.432, 1.201], [-2.831, -0.317, 2.345], [-2.865, 1.329, 1.649], [-0.606, 0.334, 1.353], [-1.317, -1.067, 0.533], [0.087, 2.178, 1.044], [0.476, 4.345, 0.503], [0.318, 4.008, -1.224], [2.627, 3.507, -1.470], [2.606, 4.915, -0.405], [2.636, 0.359, 2.161], [4.022, 1.486, 2.178], [5.636, 1.347, 0.173], [6.976, -0.228, -1.176], [6.294, -2.596, -1.351], [2.948, -1.812, 1.188], [1.395, 0.293, 0.091], [1.917, 1.323, -1.248], [-2.436, 0.788, -2.358], [-2.374, -0.834, -1.610], [-4.662, 0.091, -1.335], [-3.988, 1.569, -0.603]], "mulliken_charge": [-1.24, -0.22, -0.34, 0.79, -0.65, 0.18, -1.22, -0.39, 0.11, 0.03, -0.71, 1.06, -0.87, -0.96, 0.82, -0.68, 0.39, -1.48, 0.76, -0.40, -0.74, -0.66, 0.15, 0.92, -0.26, -0.26, -0.29, -0.60, -1.32, -0.85, -0.74, 0.31, 0.40, 0.31, 0.31, 0.31, 0.48, 0.27, 0.40, 0.16, 0.34, 0.33, 0.35, 0.35, 0.36, 0.38, 0.53, 0.52, 0.41, 0.47, 0.37, 0.67, 0.11, 0.51, 0.30, 0.47, 0.24]}